Density functional theory data (ωB97M-V/def2-TZVPD) for 2 unconnected molecules or ions with the total composition C4H3Cl2O2 at a distorted geometry.

CARTESIAN COORDINATES (ANGSTROEM)
Cl 0.334 1.981 0.266
Cl -3.333 -0.232 -0.152
O 2.936 -0.523 -1.132
O 1.953 -0.386 1.051
C 0.842 -0.890 0.182
C -1.889 0.771 -0.405
C -0.773 0.646 0.362
C 2.094 -0.540 -0.264
H -1.779 0.881 -1.518
H -0.773 0.195 1.402
H 0.388 -1.903 0.207

Results
**Net charge**: -1
**Calculated total energy**: -33333.360 eV
**Kohn-Sham gap (alpha / beta)**: 6.266 / 6.266 eV
**ΔE to the lowest compared entry with this formula, charge and spin**: 86.5 kcal per mole
**HOMO (alpha / beta)**: -2.68 / -2.68 eV
**Spin multiplicity**: 1

---

Density functional theory data (ωB97M-V/def2-TZVPD) for a gas-phase ion, C4H3Cl2O3 (charge -1) at a distorted geometry.

CARTESIAN COORDINATES (ANGSTROEM)
Cl -2.292 0.571 0.885
Cl 1.092 -0.967 -1.258
O -2.114 0.403 -2.616
O 0.581 -0.130 1.220
O -2.369 -1.589 -1.712
C 1.788 0.517 1.393
C -1.241 -0.022 -0.299
C -2.029 -0.431 -1.703
C 0.084 -0.269 -0.034
H 2.676 -0.168 1.075
H 1.915 1.304 0.526
H 1.910 0.781 2.523

Results
**Net charge**: -1
**Calculated total energy**: -35383.967 eV
**Kohn-Sham gap**: 7.564 eV
**SMILES**: CO/C(Cl)=C(\Cl)C(=O)[O-]
**ΔE to the lowest compared entry with this formula, charge and spin**: 22.1 kcal per mole
**HOMO**: -4.32 eV
**Spin multiplicity**: 1

---

Density functional theory data (ωB97M-V/def2-TZVPD) for a single C4H3Cl3 molecule at a distorted geometry.

CARTESIAN COORDINATES (ANGSTROEM)
Cl -1.308 1.740 2.552
Cl -4.096 -0.358 0.695
Cl -2.702 -0.729 3.181
C -0.066 -0.038 0.110
C -1.369 -0.213 0.775
C -2.502 -0.194 0.138
C -1.583 0.062 2.172
H 0.564 -0.938 -0.086
H 0.679 0.563 0.603
H -0.014 0.619 -0.767

Results
**Net charge**: 0
**Calculated total energy**: -41759.284 eV
**Kohn-Sham gap (alpha / beta)**: 7.456 / 8.497 eV
**ΔE to the lowest compared entry with this formula, charge and spin**: 79.9 kcal per mole
**HOMO (alpha / beta)**: -8.37 / -9.14 eV
**Spin multiplicity**: 1

---

Density functional theory data (ωB97M-V/def2-TZVPD) for 2 unconnected molecules or ions with the total composition C4H3ClF4O at a distorted geometry.

CARTESIAN COORDINATES (ANGSTROEM)
Cl -1.799 -2.037 -0.087
F -3.558 0.349 -0.726
F -2.091 1.838 -0.267
F -2.770 0.497 1.273
F 0.628 1.538 0.152
O 1.245 -0.569 0.233
C 2.681 -0.541 0.030
C 0.283 0.238 0.380
C -1.413 -0.464 -0.602
C -2.386 0.572 -0.012
H 3.247 -1.070 0.733
H 2.936 -0.897 -1.013
H 2.996 0.545 -0.093

Results
**Net charge**: 0
**Calculated total energy**: -29631.303 eV
**Kohn-Sham gap (alpha / beta)**: 7.861 / 7.861 eV
**ΔE to the lowest compared entry with this formula, charge and spin**: 105.7 kcal per mole
**HOMO (alpha / beta)**: -8.83 / -8.83 eV
**Spin multiplicity**: 1

---

Density functional theory data (ωB97M-V/def2-TZVPD) for a single C4H3ClN4S molecule at a distorted geometry.

CARTESIAN COORDINATES (ANGSTROEM)
Cl -1.933 -3.236 -1.449
S -1.576 -0.416 -2.400
N -0.204 -0.085 -0.292
N -0.555 -1.407 -0.181
N 0.541 1.940 -0.168
N -0.189 1.857 -1.333
C 0.529 0.785 0.462
C 1.197 0.460 1.739
C -0.617 0.638 -1.370
C -1.274 -1.683 -1.205
H 0.445 0.132 2.493
H 1.905 -0.326 1.591
H 1.733 1.341 2.114

Results
**Net charge**: 0
**Calculated total energy**: -33513.295 eV
**Kohn-Sham gap**: 9.730 eV
**SMILES**: Cc1nnc2sc(Cl)nn12
**ΔE to the lowest compared entry with this formula, charge and spin**: 0.0 kcal per mole
**HOMO**: -9.38 eV
**Spin multiplicity**: 1

---

Density functional theory data (ωB97M-V/def2-TZVPD) for 2 unconnected molecules or ions with the total composition C4H3ClO at a distorted geometry.

CARTESIAN COORDINATES (ANGSTROEM)
Cl 1.505 2.044 0.537
O 2.861 -0.193 0.035
C 1.939 0.520 0.258
C -1.095 -1.172 0.326
C 0.087 -0.467 0.264
C -1.026 0.071 -0.496
H -1.503 1.057 -0.226
H -1.003 -0.065 -1.569
H -1.765 -1.795 0.872

Results
**Net charge**: 0
**Calculated total energy**: -18760.658 eV
**Kohn-Sham gap**: 9.101 eV
**ΔE to the lowest compared entry with this formula, charge and spin**: 115.1 kcal per mole
**HOMO**: -8.84 eV
**Spin multiplicity**: 1

---

Density functional theory data (ωB97M-V/def2-TZVPD) for a molecular structure, C4H3ClO2 at a distorted geometry.

CARTESIAN COORDINATES (ANGSTROEM)
Cl 1.750 -1.497 -0.432
O -1.330 1.326 -1.112
O 1.805 1.358 0.576
C -0.489 0.999 -0.291
C 0.147 -0.930 -0.494
C -0.551 -0.405 0.619
C 0.846 1.332 -0.068
H -0.403 -1.462 -1.274
H -0.096 -0.211 1.684
H -1.679 -0.511 0.793

Results
**Net charge**: 0
**Calculated total energy**: -20809.697 eV
**Kohn-Sham gap**: 7.752 eV
**ΔE to the lowest compared entry with this formula, charge and spin**: 85.8 kcal per mole
**HOMO**: -8.16 eV
**Spin multiplicity**: 1

---

Density functional theory data (ωB97M-V/def2-TZVPD) for a single C4H3ClOS2 molecule at a distorted geometry.

CARTESIAN COORDINATES (ANGSTROEM)
Cl -3.554 -0.110 0.032
S 0.790 2.259 -0.333
S 2.857 -1.237 -0.123
O 0.270 -0.888 -0.278
C -0.914 -0.354 0.147
C -2.042 -0.664 -0.458
C 1.628 1.088 0.338
C 1.457 -0.351 -0.005
H 2.485 1.294 1.012
H -0.929 0.308 0.988
H -2.048 -1.346 -1.321

Results
**Net charge**: 0
**Calculated total energy**: -40434.555 eV
**Kohn-Sham gap**: 7.399 eV
**SMILES**: S=CC(=S)O/C=C/Cl
**ΔE to the lowest compared entry with this formula, charge and spin**: 48.2 kcal per mole
**HOMO**: -9.18 eV
**Spin multiplicity**: 1